Record 1
33
Properties=species:S:1:pos:R:3:forces:R:3:nbo_charge:R:1 method="wB97M-V/def2-TZVPD" homo_lumo_gap_ev=9.883 mol_weight_da=198.2 total_energy_ev=-22879.4466 e_above_lowest_kcal_mol=47.7 homo_ev=-10.081
O 0.6105 -0.1244 -0.1365 0.3 0.7 0.7 -1.0100
H 0.2225 0.0206 0.7415 0.1 -0.1 0.2 0.5027
H -0.1195 -0.4704 -0.6335 -0.8 -0.4 -1.0 0.5009
O 1.5775 1.6256 3.5585 0.1 0.9 0.2 -0.9290
H 1.0565 1.2456 2.8645 -0.3 -1.0 -0.5 0.4649
H 1.5515 2.5496 3.2805 0.3 0.1 0.4 0.4613
O 2.1915 -1.0184 -2.9475 0.5 0.0 -0.5 -0.9566
H 1.6135 -1.5654 -2.4115 -0.3 -0.2 0.1 0.4760
H 2.8075 -1.6654 -3.3175 -0.1 0.3 0.0 0.4594
O 3.0725 -0.9734 0.0915 0.1 -0.3 0.4 -0.9610
H 2.1575 -0.6464 0.0455 0.2 0.2 -0.1 0.4840
H 3.0085 -1.7744 -0.4285 0.4 -0.1 -0.3 0.4431
O -2.8075 -1.1714 1.1865 -0.3 -2.7 0.0 -0.9742
H -2.5375 -0.4024 0.7345 0.3 2.0 -0.8 0.4957
H -3.0535 -0.9274 2.0625 -0.4 0.4 0.7 0.4606
O -1.5415 -0.9304 -1.6745 0.4 1.3 -1.8 -0.9344
H -1.4605 -1.1504 -2.6235 0.1 0.6 0.5 0.4914
H -1.7295 -1.7494 -1.2885 -1.0 -1.9 1.3 0.4677
O -2.3885 1.3366 0.2605 -1.2 -1.8 1.0 -0.9686
H -1.7595 1.7856 0.7945 1.2 1.0 0.5 0.4943
H -2.4245 1.7606 -0.5625 0.0 0.9 -1.7 0.4750
O 0.7585 -2.9294 -1.6155 1.1 -0.4 -0.9 -0.9420
H -0.1775 -2.8814 -1.6985 -0.9 -0.1 0.3 0.4701
H 1.0235 -2.9424 -0.7055 -0.2 0.0 0.9 0.4898
O -0.3325 2.9246 1.1125 -0.5 -1.3 1.4 -0.9792
H 0.4375 2.6516 0.6305 0.6 0.3 -0.8 0.5042
H -0.6285 3.7936 0.9075 0.2 1.1 -0.6 0.4931
O -0.3195 -0.1964 2.3585 -0.6 2.9 0.9 -0.9593
H -0.8205 0.4826 2.9025 0.9 -1.2 -0.9 0.4921
H -0.5875 -1.0194 2.7135 -0.4 -1.5 0.4 0.4979
O 0.3665 1.5516 -2.3815 1.8 0.3 -1.4 -0.9459
H 0.7385 1.0516 -1.6635 0.2 -0.4 0.6 0.4908
H -0.5045 1.7576 -2.1575 -2.0 0.4 0.7 0.4451

***

Record 2
14
Properties=species:S:1:pos:R:3:forces:R:3:nbo_charge:R:1 method="wB97M-V/def2-TZVPD" homo_lumo_gap_ev=10.023 mol_weight_da=88.1 total_energy_ev=-8369.1720 e_above_lowest_kcal_mol=94.8 homo_ev=-9.184
C -0.2488 -1.0400 0.5662 -0.1 -0.1 0.1 -0.4577
C -0.5238 0.3327 0.0450 -0.1 -0.2 -0.1 0.1854
O -0.6305 1.4179 0.8862 0.0 0.2 -0.1 -0.6751
C -1.1071 0.1862 -1.3554 -0.3 0.1 0.0 -0.0857
O 0.0532 -0.5599 -1.7847 0.0 -0.2 -0.1 -0.5165
C 0.6428 -0.4380 -0.4949 0.4 -0.1 0.1 0.0548
H 2.2288 -0.0900 1.9017 0.1 0.1 0.0 -0.0012
H -0.8992 -1.8739 0.3076 0.1 0.1 0.0 0.2169
H 0.1486 -1.0436 1.5780 0.0 0.0 -0.3 0.2346
H -0.1795 2.1627 0.4672 -0.1 0.0 0.1 0.4746
H -1.2201 1.1233 -1.9119 0.1 -0.1 0.0 0.1809
H -2.0181 -0.4154 -1.4366 0.0 0.2 0.0 0.1795
H 2.0322 0.5865 1.6696 0.1 0.0 0.1 0.0001
H 1.7216 -0.3486 -0.4379 -0.2 0.0 0.0 0.2093

***

Record 3
82
Properties=species:S:1:pos:R:3:forces:R:3:lowdin_charge:R:1 method="wB97M-V/def2-TZVPD" homo_lumo_gap_ev=2.542 mol_weight_da=657.3 total_energy_ev=-64604.4199 e_above_lowest_kcal_mol=0.0 homo_ev=-8.931
C -1.5853 3.4356 5.2741 -0.4 -0.1 -0.2 -0.0626
C -2.3575 4.0117 4.0836 0.1 0.1 0.1 -0.2665
O -2.8679 2.9764 3.2600 -0.2 0.1 -0.1 -0.1496
C -2.0702 2.6771 2.1366 0.5 -0.2 0.2 -0.1798
C -2.2825 1.2124 1.7891 -0.3 0.4 0.3 -0.1646
O -1.9254 1.0579 0.4374 0.1 -0.1 -0.1 -0.0375
C -1.8485 -0.2197 -0.1296 -0.6 0.2 0.0 -0.4122
C -2.6991 -0.2091 -1.4221 0.5 0.0 -0.1 -0.0514
C -3.6840 0.9290 -1.6049 -0.2 0.0 -0.2 -0.2357
O -4.7416 0.9595 -0.6548 0.1 -0.2 -0.2 -0.0529
C -2.2759 -1.3670 0.7922 0.1 -0.6 -0.2 -0.1491
N -3.7030 -1.3892 1.0722 0.3 -0.1 0.4 -0.0827
C -4.0213 -1.9531 2.3840 -0.2 0.0 -0.2 -0.1128
O -0.4918 -0.4511 -0.5702 0.2 0.2 0.1 0.0003
C 0.4583 -0.7808 0.3922 0.5 -0.2 0.3 -0.3257
O 0.7268 0.3008 1.2626 -0.2 0.0 -0.2 -0.0947
C 0.7649 -0.0422 2.6330 0.3 0.1 0.5 -0.2510
C 2.0584 -0.7050 3.1158 -0.1 -0.2 0.2 -0.0792
C 1.7128 -1.3336 -0.2995 -0.8 -0.8 -0.3 -0.1444
O 2.1963 -0.6714 -1.4638 0.2 0.2 0.4 -0.1164
C 2.8831 0.5472 -1.4244 0.5 0.4 -0.5 -0.7170
I 4.1483 0.7494 0.3848 0.2 0.1 0.0 1.0672
C 1.9443 1.7483 -1.3696 -0.3 -0.1 0.3 -0.2219
P 0.8403 1.9738 -2.7826 -0.1 0.3 -0.5 0.4395
O 1.4072 2.7035 -3.9272 0.1 -0.1 0.2 -0.2620
O -0.4159 2.7631 -2.1602 0.2 -0.2 0.1 -0.1157
O 0.2505 0.5618 -3.1612 -0.1 -0.1 0.1 -0.1044
C 3.9091 0.5449 -2.6073 0.0 -0.1 0.3 -0.3697
C 4.5028 1.9294 -2.8770 0.1 -0.1 -0.2 -0.0950
C 3.3834 -0.1902 -3.8720 0.2 0.0 -0.4 -0.1938
C 3.6906 0.4753 -5.2184 -0.2 0.0 0.0 -0.1022
B 1.4601 -2.8513 -0.7940 0.3 0.1 -0.3 -0.5491
O 2.5637 -3.6788 -0.9705 -0.5 0.0 0.1 0.1751
O 0.2071 -3.3081 -1.0474 0.1 0.2 0.5 0.0855
C -0.0635 -4.7049 -0.9427 -0.3 -0.3 -0.2 -0.2062
C -0.0133 -5.2041 0.5043 0.1 -0.2 0.1 -0.0508
H -0.7584 4.0743 5.5757 0.0 0.0 0.1 0.0702
H -1.2164 2.4482 4.9913 0.2 0.1 0.0 0.0680
H -2.2585 3.2856 6.1187 0.1 0.0 0.1 0.0707
H -1.7201 4.6889 3.5085 0.0 0.0 -0.1 0.1126
H -3.2194 4.5922 4.4147 0.0 0.0 0.1 0.1152
H -2.2989 3.3138 1.2763 -0.2 0.0 0.0 0.1340
H -1.0097 2.8340 2.3767 0.0 0.0 -0.1 0.1258
H -1.6713 0.6134 2.4655 0.0 -0.1 -0.1 0.1001
H -3.3291 0.9498 1.9698 0.0 0.0 -0.2 0.1297
H -2.0037 -0.1009 -2.2562 0.0 -0.1 0.0 0.1134
H -3.1823 -1.1764 -1.5675 -0.1 0.0 0.1 0.1242
H -3.1486 1.8783 -1.6422 0.1 0.0 0.2 0.1143
H -4.1341 0.7927 -2.5950 0.0 0.0 0.0 0.1193
H -4.7073 1.7969 -0.1997 0.0 0.2 0.2 0.0756
H -1.9396 -2.2727 0.2684 0.0 -0.1 0.0 0.1365
H -1.7304 -1.3704 1.7371 -0.1 0.2 0.0 0.0956
H -4.1610 -1.9574 0.3760 -0.2 0.3 -0.2 0.1081
H -5.0305 -1.6629 2.6783 0.0 0.0 0.0 0.0782
H -3.3351 -1.5581 3.1314 0.0 0.0 0.0 0.0744
H -3.9762 -3.0497 2.4038 0.1 0.0 0.1 0.0756
H 0.1063 -1.6101 1.0224 0.0 0.0 -0.1 0.1420
H 0.6200 0.8925 3.1769 0.0 0.1 -0.1 0.1177
H -0.0787 -0.6901 2.8978 -0.1 0.0 -0.1 0.1050
H 2.2988 -0.3410 4.1159 0.0 0.0 0.0 0.0780
H 1.9551 -1.7897 3.2001 0.0 0.0 -0.1 0.0743
H 2.8973 -0.4819 2.4635 -0.1 0.1 0.1 -0.0400
H 2.5039 -1.4301 0.4501 0.0 0.3 0.0 0.0852
H 1.3078 1.6927 -0.4795 0.1 -0.1 -0.1 0.0863
H 2.5083 2.6760 -1.2816 0.1 0.0 -0.1 0.0921
H -0.3128 3.6839 -2.4184 -0.2 0.3 -0.1 0.0805
H 0.3207 -0.0776 -2.4308 -0.2 0.0 0.1 0.0653
H 4.7355 -0.0629 -2.2369 -0.1 -0.1 0.0 0.0927
H 4.7236 2.4641 -1.9544 0.0 0.0 0.1 0.0419
H 5.4552 1.8017 -3.3949 0.0 0.0 0.0 0.0871
H 3.8701 2.5449 -3.5100 -0.2 0.1 0.1 0.0630
H 3.8577 -1.1740 -3.8905 -0.2 -0.1 0.1 0.1113
H 2.3165 -0.3773 -3.8394 -0.1 0.1 0.2 0.0854
H 3.2907 1.4872 -5.2667 0.1 0.0 0.0 0.0557
H 4.7571 0.4835 -5.4432 0.0 0.1 0.0 0.0721
H 3.1894 -0.0861 -6.0101 0.1 -0.1 0.0 0.0748
H 2.8935 -4.0731 -0.1638 0.4 0.0 0.1 0.1103
H 0.6130 -5.2851 -1.5685 0.2 0.2 0.0 0.1187
H -1.0648 -4.8505 -1.3467 0.0 0.1 0.0 0.1199
H 0.2933 -4.4190 1.1975 0.0 0.1 -0.1 0.0767
H -0.9825 -5.5679 0.8436 0.0 0.0 0.0 0.0739
H 0.6942 -6.0269 0.6133 0.0 0.0 0.0 0.0779